[1]
8
Properties=species:S:1:pos:R:3 method="wB97M-V/def2-TZVPD" homo_ha=-0.140 gap_ev=7.285 smiles="O=P1=[P@]([O-])(O)SS1" max_force_ha_per_bohr=0.05246 charge=-1 e_above_lowest_ev=1.395
O 0.672 -2.477 0.155
O -1.487 0.532 -0.518
O -0.818 1.219 1.903
P 1.339 -1.182 0.498
P -0.364 0.560 0.685
S 1.468 0.043 -1.499
S 0.960 1.710 -0.460
H -1.770 -0.405 -0.762

[2]
8
Properties=species:S:1:pos:R:3 method="wB97M-V/def2-TZVPD" homo_ha=-0.349 gap_ev=8.601 smiles=OP1OSSSO1 max_force_ha_per_bohr=0.05751 e_above_lowest_ev=0.000
O -1.592 1.254 -0.332
O -1.560 -1.352 -0.304
O 0.447 -0.014 -0.780
P -1.056 -0.106 -1.309
S -3.244 1.517 -0.428
S -3.456 -1.527 -0.132
S -3.789 0.119 0.887
H 0.612 -0.534 0.001